Density functional theory data (ωB97M-V/def2-TZVPD) for 14 unconnected molecules or ions with the total composition C64H144B3F24N11O11S4 in a non-equilibrium geometry.

## Properties
- Gap between HOMO and LUMO: 8.1 eV
- Electronic energy: -8018.22169 a.u.
- Charge: +4
- LUMO level: -7.4573 eV
- E_HOMO: -15.57 eV

Last column: Mulliken charge in e.
Positions of all 261 atoms, in Å:
C: 4.421 -2.552 -4.989  -1.117
C: 3.815 -1.178 -5.351  0.798
C: 3.440 -1.049 -6.909  -1.068
O: 2.670 0.183 -7.142  -0.227
C: 1.920 0.180 -8.374  -0.719
N: 2.500 -0.954 -4.551  2.501
H: 1.615 -0.853 -5.029  0.346
H: 2.457 -1.404 -3.648  -0.548
H: 2.614 0.003 -4.248  -1.006
H: 3.806 -3.440 -5.137  0.333
H: 4.678 -2.493 -3.932  -0.008
H: 5.318 -2.749 -5.578  0.501
H: 4.469 -0.332 -5.143  0.176
H: 2.841 -1.932 -7.130  0.420
H: 4.369 -1.000 -7.478  0.482
H: 1.353 -0.745 -8.481  0.373
H: 2.449 0.481 -9.278  0.308
H: 1.225 1.004 -8.217  0.116
C: -1.048 9.930 0.748  -1.358
C: -1.005 8.934 -0.462  0.069
C: -0.548 7.508 0.017  -0.188
O: -1.450 6.936 0.885  -0.527
C: -0.943 5.716 1.469  -0.341
N: -2.473 8.736 -0.993  -0.297
H: -2.986 9.598 -1.109  0.347
H: -2.334 8.374 -1.926  0.351
H: -3.009 8.098 -0.421  0.322
H: -1.003 10.976 0.445  0.424
H: -0.145 9.749 1.330  0.362
H: -1.901 9.824 1.419  0.370
H: -0.502 9.329 -1.345  0.403
H: 0.432 7.575 0.490  0.500
H: -0.403 6.863 -0.850  -0.012
H: -0.609 5.016 0.703  0.043
H: -1.604 5.119 2.098  0.320
H: -0.105 5.826 2.157  0.260
C: -5.448 -5.639 1.561  -1.105
C: -5.526 -5.460 3.099  0.568
C: -6.370 -6.506 3.855  -0.948
O: -6.733 -5.957 5.134  -0.313
C: -7.672 -6.869 5.790  -0.769
N: -4.140 -5.488 3.815  0.148
H: -3.657 -4.610 3.690  -0.124
H: -4.325 -5.724 4.779  0.470
H: -3.533 -6.155 3.361  0.436
H: -5.455 -6.659 1.179  0.405
H: -4.520 -5.175 1.228  0.141
H: -6.269 -5.130 1.056  0.388
H: -5.749 -4.448 3.436  0.011
H: -5.857 -7.466 3.913  0.419
H: -7.230 -6.670 3.206  0.585
H: -7.121 -7.800 5.921  0.335
H: -8.576 -6.989 5.193  0.315
H: -7.879 -6.599 6.826  0.266
C: 1.033 0.229 5.329  -1.776
C: -0.265 0.937 5.472  1.739
C: -0.087 2.082 6.446  -1.337
N: -1.258 3.124 6.299  0.243
C: -2.543 2.514 6.957  -0.756
C: -1.475 3.569 4.840  0.411
C: -1.706 5.109 4.828  -0.188
C: -1.672 5.547 6.316  -0.974
C: -0.961 4.488 7.070  -0.607
H: 1.950 0.817 5.301  0.405
H: 1.024 -0.483 4.504  0.080
H: 1.141 -0.357 6.242  0.529
H: -0.981 0.218 5.870  -0.151
H: -0.566 1.286 4.485  -0.251
H: 0.667 2.796 6.115  0.349
H: 0.192 1.845 7.472  0.545
H: -3.367 3.222 7.046  0.413
H: -2.332 2.178 7.973  0.382
H: -2.899 1.631 6.428  0.065
H: -2.313 2.957 4.508  0.171
H: -0.587 3.234 4.302  -0.434
H: -2.720 5.335 4.497  0.399
H: -0.858 5.500 4.266  0.092
H: -2.673 5.810 6.657  0.356
H: -1.105 6.447 6.552  0.437
H: -1.296 4.335 8.096  0.413
H: 0.128 4.523 7.114  0.489
C: 0.295 5.635 -6.838  -1.583
C: 1.390 5.309 -5.903  0.955
C: 1.809 6.474 -5.075  -0.855
N: 2.664 6.073 -3.761  0.378
C: 4.130 5.630 -4.220  -0.898
C: 2.079 4.962 -2.836  0.153
C: 2.901 5.139 -1.587  1.007
C: 3.207 6.662 -1.469  -0.765
C: 2.767 7.274 -2.763  -0.381
H: -0.583 5.807 -6.215  0.348
H: 0.095 4.810 -7.521  0.345
H: 0.538 6.517 -7.430  0.447
H: 2.221 4.954 -6.513  0.380
H: 1.098 4.468 -5.275  -0.644
H: 0.912 6.845 -4.579  0.244
H: 2.347 7.245 -5.626  0.473
H: 3.962 4.579 -4.455  0.386
H: 4.834 5.776 -3.401  0.358
H: 4.287 6.200 -5.135  0.336
H: 2.205 4.022 -3.375  -0.482
H: 1.030 5.194 -2.654  0.098
H: 3.790 4.508 -1.562  0.206
H: 2.301 4.736 -0.771  -0.571
H: 4.246 6.910 -1.253  0.347
H: 2.729 7.154 -0.621  0.311
H: 3.416 8.067 -3.135  0.462
H: 1.830 7.813 -2.620  0.072
C: -1.634 -3.728 -0.607  -1.501
C: -0.962 -2.529 0.140  1.757
C: -0.462 -1.538 -0.966  0.205
N: 0.116 -0.220 -0.444  1.375
C: 1.192 -0.484 0.697  -0.002
C: -0.945 0.748 0.002  0.673
C: -0.381 2.081 -0.056  0.040
C: 0.488 2.039 -1.319  1.225
C: 0.834 0.553 -1.575  1.024
H: -0.879 -4.330 -1.112  0.201
H: -2.286 -3.374 -1.405  0.270
H: -2.034 -4.398 0.155  0.118
H: -0.148 -3.025 0.669  -0.150
H: -1.509 -1.957 0.890  -0.736
H: -1.174 -1.258 -1.742  -0.232
H: 0.412 -1.881 -1.519  -0.128
H: 0.689 -0.855 1.590  -0.462
H: 1.735 0.399 1.035  0.583
H: 1.816 -1.351 0.483  -0.198
H: -1.373 0.416 0.948  -0.076
H: -1.680 0.705 -0.801  -0.700
H: 0.155 2.267 0.875  -0.960
H: -1.193 2.798 -0.169  0.876
H: 1.352 2.635 -1.025  -0.782
H: -0.083 2.510 -2.119  -0.319
H: 1.901 0.344 -1.507  -0.073
H: 0.505 0.291 -2.580  -0.600
C: 7.973 -4.426 -0.805  -1.479
C: 7.939 -2.920 -0.504  -0.392
C: 6.508 -2.417 -0.159  0.073
N: 6.397 -0.872 0.115  0.661
C: 7.081 -0.113 -1.054  -1.163
C: 7.097 -0.465 1.390  -0.694
C: 6.490 0.910 1.769  -1.068
C: 5.054 0.881 1.229  0.374
C: 4.919 -0.401 0.356  0.666
H: 7.288 -4.794 -1.569  0.323
H: 7.741 -5.051 0.057  0.367
H: 8.949 -4.762 -1.155  0.411
H: 8.338 -2.418 -1.385  0.273
H: 8.686 -2.896 0.290  0.201
H: 6.062 -3.047 0.610  0.503
H: 5.935 -2.380 -1.085  -0.277
H: 6.968 0.951 -0.849  0.458
H: 6.511 -0.442 -1.924  0.384
H: 8.143 -0.333 -1.166  0.321
H: 8.159 -0.544 1.160  0.516
H: 6.786 -1.172 2.159  0.379
H: 7.104 1.706 1.348  0.428
H: 6.514 1.064 2.848  0.416
H: 4.885 1.811 0.686  -0.382
H: 4.270 0.870 1.986  0.236
H: 4.299 -0.327 -0.537  -0.572
H: 4.457 -1.172 0.974  -0.091
C: -7.781 1.078 -5.380  -1.482
C: -7.145 1.307 -4.064  -0.248
C: -6.321 0.144 -3.476  -0.309
N: -5.713 0.396 -2.078  0.701
C: -4.958 1.787 -1.953  -1.221
C: -4.779 -0.772 -1.765  0.550
C: -5.463 -1.751 -0.887  -0.209
C: -6.907 -1.146 -0.664  -0.823
C: -6.750 0.367 -0.869  -0.623
H: -8.676 0.476 -5.223  0.354
H: -7.094 0.563 -6.051  0.346
H: -8.167 1.959 -5.893  0.400
H: -7.980 1.502 -3.392  0.146
H: -6.608 2.236 -4.255  0.286
H: -5.602 -0.014 -4.280  0.379
H: -7.015 -0.688 -3.357  0.182
H: -5.750 2.518 -2.117  0.451
H: -4.260 1.803 -2.791  0.297
H: -4.474 1.858 -0.979  0.460
H: -4.040 -0.395 -1.058  -0.787
H: -4.107 -1.199 -2.510  0.167
H: -4.969 -2.039 0.041  -0.132
H: -5.618 -2.639 -1.501  0.436
H: -7.341 -1.407 0.301  0.440
H: -7.580 -1.485 -1.452  0.393
H: -6.293 0.930 -0.056  0.426
H: -7.712 0.835 -1.079  0.374
C: -0.079 -6.871 5.998  -1.322
C: 0.888 -6.268 4.777  0.181
C: 0.990 -7.335 3.697  -0.737
N: 1.732 -6.781 2.414  0.417
C: 0.901 -5.689 1.702  -0.854
C: 1.894 -7.948 1.427  -0.493
C: 3.280 -7.910 0.857  -0.911
C: 3.835 -6.554 1.330  0.112
C: 3.124 -6.238 2.643  -0.798
H: -0.141 -6.149 6.813  0.403
H: 0.134 -7.894 6.306  0.414
H: -1.122 -7.035 5.729  0.246
H: 1.888 -6.096 5.175  0.343
H: 0.412 -5.320 4.526  -0.094
H: -0.043 -7.567 3.437  0.284
H: 1.623 -8.168 4.003  0.550
H: 1.620 -5.463 0.914  0.183
H: 0.713 -4.901 2.430  0.068
H: -0.011 -6.205 1.403  0.399
H: 1.031 -7.938 0.762  0.343
H: 1.788 -8.922 1.905  0.418
H: 3.237 -7.931 -0.232  0.388
H: 3.843 -8.809 1.106  0.353
H: 3.677 -5.825 0.536  -0.569
H: 4.905 -6.613 1.531  0.655
H: 2.957 -5.231 3.025  0.384
H: 3.445 -6.925 3.425  0.579
B: 4.326 1.536 -2.870  -0.979
F: 5.577 1.913 -3.240  -0.237
F: 4.119 2.273 -1.715  -0.225
F: 3.326 1.918 -3.748  -0.322
F: 4.346 0.210 -2.711  0.619
B: 3.018 -3.546 -1.031  0.407
F: 3.194 -3.187 0.261  -0.568
F: 2.783 -2.374 -1.667  -0.208
F: 4.097 -4.195 -1.535  -0.243
F: 1.907 -4.324 -1.182  -0.477
B: 2.164 3.749 2.994  -0.398
F: 2.045 3.995 1.642  -0.093
F: 1.740 2.426 3.219  0.131
F: 3.420 3.873 3.496  -0.332
F: 1.373 4.647 3.698  -0.345
C: -1.734 -2.739 5.713  0.323
F: -2.377 -1.756 6.289  -0.179
F: -0.515 -2.788 6.114  -0.192
F: -2.330 -3.868 6.109  -0.252
S: -1.824 -2.479 3.819  -0.470
O: -1.174 -1.204 3.491  0.285
O: -1.176 -3.652 3.290  0.026
N: -3.503 -2.615 3.498  -0.551
S: -3.932 -1.147 3.277  0.604
O: -3.706 -0.206 4.340  -0.443
O: -3.634 -0.691 1.923  -0.278
C: -5.820 -1.490 3.379  0.241
F: -6.155 -1.881 4.581  -0.210
F: -6.399 -0.373 3.072  -0.208
F: -6.148 -2.361 2.398  -0.093
C: -0.448 2.167 -5.056  0.020
F: -0.690 2.484 -6.357  -0.237
F: 0.795 1.791 -4.919  0.116
F: -0.841 3.108 -4.170  -0.162
S: -1.561 0.662 -4.721  0.450
O: -1.929 0.752 -3.305  -0.297
O: -2.710 0.773 -5.612  -0.593
N: -0.456 -0.662 -4.939  -0.155
S: -1.413 -1.731 -5.412  0.544
O: -2.588 -1.966 -4.503  -0.567
O: -1.740 -1.689 -6.844  -0.645
C: -0.453 -3.351 -5.208  0.547
F: 0.527 -3.405 -6.049  -0.263
F: 0.006 -3.483 -3.917  -0.157
F: -1.162 -4.445 -5.531  -0.227